(1)
This record from OMol25 describes a gas-phase ion, C11H15N5 (charge +2) at a distorted geometry. The level of theory is ωB97M-V/def2-TZVPD.

Each line ends with the Löwdin charge.
Geometry (Å):
N1 -1.5133 2.3823 -2.3978  0.086
C1 -2.1952 2.7811 -3.4672  -0.063
C2 -1.6273 2.2508 -4.6838  0.003
C3 -0.5964 1.4611 -4.2536  -0.030
C4 0.2842 0.7262 -2.0465  -0.191
C5 0.3134 -2.6742 0.8249  -0.014
C6 0.0730 -1.6713 -0.1195  0.000
C7 0.6749 -2.3352 2.1310  -0.015
C8 0.4339 -0.0007 1.5678  0.056
C9 0.1219 -0.3252 0.2159  -0.236
C10 0.7155 -0.9998 2.5042  -0.245
N2 -0.4894 1.5787 -2.8625  -0.057
N3 -0.0903 0.6534 -0.7214  0.156
N4 1.3347 0.0822 -2.5304  0.275
C11 1.1279 -0.5793 3.8724  -0.110
N5 -0.0716 -0.5524 4.7218  0.220
H1 -3.0928 3.3671 -3.3344  0.127
H2 -2.0106 2.4112 -5.7104  0.135
H3 -0.0449 0.8161 -4.8712  0.111
H4 0.3204 -3.7243 0.5470  0.129
H5 -0.1476 -1.9921 -1.1341  0.130
H6 0.9642 -3.0963 2.8362  0.127
H7 0.4980 1.0439 1.8960  0.135
H8 -0.7955 1.3369 -0.4787  0.154
H9 1.8905 -0.4168 -1.9049  0.118
H10 1.5762 0.0359 -3.5139  0.150
H11 1.5572 0.4092 3.8877  0.140
H12 1.8523 -1.2985 4.2352  0.147
H13 -0.4978 0.3822 4.7287  0.189
H14 -0.7452 -1.2585 4.3828  0.189
H15 0.1795 -0.7937 5.6789  0.181

Cartesian forces (eV/Å) of the 3 atoms listed first:
N -0.43 -0.13 0.08
C 1.33 -0.89 0.66
C -0.12 -0.22 0.50

The calculation puts the HOMO energy at -15.71 eV. As for the SMILES: [NH2+]=C(Nc1cccc(C[NH3+])c1)n1cccn1. The energy relative to the best compared isomer or geometry (same formula, charge and spin) comes out at 0.0 kJ/mol. As for the total charge: +2. As for the frontier orbital gap: 0.3380 hartree.

---

(2)
This record from OMol25 describes 2 unconnected molecules or ions with the total composition C11H15NO at a distorted geometry. The level of theory is ωB97M-V/def2-TZVPD.

Each line ends with the Löwdin charge.
Geometry (Å):
C1 0.3267 -3.0931 2.5337  -0.075
C2 0.9388 -0.1786 0.3295  -0.272
C3 0.6274 -1.5371 0.5337  -0.184
C4 0.6524 -1.7545 1.9380  -0.288
C5 1.0117 -0.5816 2.5381  -0.151
C6 0.8358 -0.4643 -2.0413  -0.196
C7 1.0195 0.4151 -0.9383  -0.117
C8 0.6190 -1.8325 -1.8754  -0.188
C9 0.4909 -2.4027 -0.5940  -0.102
N1 1.0804 0.4079 1.5521  0.038
H1 0.6012 -0.1385 -3.0419  0.052
H2 1.0793 1.4826 -1.1056  0.045
H3 0.6351 -2.5490 -2.6934  0.070
H4 0.1747 -3.4232 -0.4528  0.057
H5 1.4886 1.3008 1.7456  0.114
H6 1.0324 -0.2954 3.5818  0.076
H7 0.6597 -3.1908 3.5763  0.059
H8 0.7735 -3.8897 1.9673  0.053
H9 -0.7633 -3.1441 2.6321  0.070
C10 -1.6374 2.9893 -0.8828  -0.324
C11 -2.5472 4.1816 -1.1463  -0.106
O1 -2.1277 1.8465 -1.5792  -0.085
H10 -0.6177 3.2206 -1.1877  0.099
H11 -1.7347 2.6980 0.1314  0.097
H12 -2.1167 5.1505 -0.9089  0.059
H13 -1.7424 1.7394 -2.4461  0.069
H14 -3.5141 4.0771 -0.6643  0.065
H15 -2.7094 4.2397 -2.2216  0.064

Cartesian forces (eV/Å) of the 3 atoms listed first:
C -0.31 1.17 1.20
C -0.23 0.50 -0.64
C 0.21 0.30 0.16

The calculation puts the HOMO energy (alpha / beta) at 0.78 / -2.99 eV. The spin multiplicity is 2. The expectation value of S² is 0.77. The energy relative to the best compared isomer or geometry (same formula, charge and spin) comes out at 19.3 kJ/mol. As for the total charge: -1. As for the frontier orbital gap (alpha / beta): 0.0958 / 0.2303 hartree.

---

(3)
This record from OMol25 describes a single C11H15NO molecule at a distorted geometry. The level of theory is ωB97M-V/def2-TZVPD.

Each line ends with the Löwdin charge.
Geometry (Å):
C1 -3.3488 2.0623 0.0332  -0.138
C2 -1.5981 0.5792 0.2604  -0.193
C3 -2.4791 -0.4330 0.8298  -0.057
C4 -1.9776 -1.5211 1.3138  -0.124
C5 -0.6435 -1.7697 1.0404  -0.119
C6 0.1665 -1.0622 0.3142  -0.174
C7 1.7576 -1.3033 0.5218  -0.077
C8 2.4877 -0.2267 -0.0376  -0.627
C9 1.9321 0.4651 -1.1713  -0.243
C10 0.5895 1.0371 -1.0162  -0.140
C11 -0.3207 0.1005 -0.1527  -0.091
H1 -3.3465 3.1352 -0.1662  0.096
H2 -3.8887 1.3111 -0.5819  0.097
H3 -3.8829 1.8936 1.1410  0.145
H4 -3.6015 -0.2836 0.7332  0.121
H5 -2.5956 -2.4291 1.6947  0.148
H6 -0.2983 -2.6058 1.6899  0.128
H7 1.9889 -2.2692 0.0086  0.130
H8 2.0741 -1.2389 1.6864  0.181
H9 2.7345 0.6162 0.7659  0.196
H10 4.1927 -0.0479 -1.1423  0.141
H11 3.4619 -1.5196 -1.1630  0.129
H12 1.7480 -0.1548 -2.0676  0.134
H13 2.6507 1.1934 -1.7172  0.149
H14 0.6421 2.0759 -0.5221  0.136
H15 -0.1197 1.3389 -1.8785  0.146
N1 3.6979 -0.7542 -0.3883  -0.009
O1 -2.0230 1.8104 -0.0285  -0.084

Cartesian forces (eV/Å) of the 3 atoms listed first:
C -2.90 -0.18 2.71
C 0.14 -3.71 -0.28
C -3.20 5.58 -2.25

The calculation puts the HOMO energy at -8.09 eV. As for the SMILES: COc1cccc2c1CC[C@H](N)C2. The energy relative to the best compared isomer or geometry (same formula, charge and spin) comes out at 432.8 kJ/mol. As for the frontier orbital gap: 0.3293 hartree.

---

(4)
This record from OMol25 describes a single C11H15NO4S molecule at a distorted geometry. The level of theory is ωB97M-V/def2-TZVPD.

Each line ends with the Löwdin charge.
Geometry (Å):
C1 1.4701 2.4688 0.1815  -0.381
H1 0.7915 3.3107 0.2695  0.031
H2 2.4727 2.8216 -0.0425  0.038
H3 1.1153 1.7906 -0.5895  0.025
S1 1.4739 1.6376 1.7948  0.821
C2 2.8426 0.4524 1.5571  -0.464
C3 2.6431 -0.5760 0.4525  -0.178
H4 3.5190 -1.2276 0.4494  0.122
H5 2.5786 -0.0855 -0.5201  0.115
C4 1.3954 -1.4640 0.6231  -0.221
N1 0.1631 -0.7502 0.4371  0.084
C5 -0.5248 -0.8132 -0.7280  -0.411
O1 -0.1626 -1.4930 -1.6744  0.067
C6 -1.7295 0.0239 -0.7441  -0.137
C7 -2.6705 0.2210 -1.7300  -0.198
C8 -3.6003 1.1447 -1.1866  -0.007
C9 -3.1629 1.4367 0.0682  -0.097
O2 -2.0376 0.7713 0.3509  0.041
H6 -3.5531 2.0825 0.8304  0.124
H7 -4.4724 1.5323 -1.6722  0.112
C10 -2.7152 -0.3973 -3.0790  -0.023
H8 -2.7179 0.3751 -3.8469  0.086
H9 -1.8526 -1.0419 -3.2165  0.069
H10 -3.6253 -0.9851 -3.1912  0.087
H11 -0.1586 -0.1459 1.1794  0.083
C11 1.4358 -2.1955 1.9536  -0.490
O3 2.4249 -2.6872 2.4266  0.118
O4 0.2436 -2.2451 2.5489  0.129
H12 0.3007 -2.7354 3.3845  0.139
H13 1.4213 -2.2267 -0.1710  0.167
H14 3.7415 1.0390 1.3612  0.077
H15 2.9503 -0.0388 2.5234  0.071

Cartesian forces (eV/Å) of the 3 atoms listed first:
C -0.01 -0.39 0.43
H -0.04 0.09 -0.05
H 0.04 0.08 -0.10

The calculation puts the HOMO energy at -8.60 eV. As for the SMILES: CSCC[C@H](NC(=O)c1occc1C)C(=O)O. The energy relative to the best compared isomer or geometry (same formula, charge and spin) comes out at 0.0 kJ/mol. As for the frontier orbital gap: 0.3383 hartree.

---

(5)
This record from OMol25 describes a molecular structure, C11H15NOS at a distorted geometry. The level of theory is ωB97M-V/def2-TZVPD.

Each line ends with the Löwdin charge.
Geometry (Å):
C1 -0.6825 -0.5377 -3.9072  -0.087
C2 0.0303 -1.5313 -3.2551  -0.084
C3 -1.4828 0.3360 -3.1869  -0.073
C4 -0.0428 -1.6415 -1.8771  -0.098
C5 -1.5640 0.2259 -1.8096  -0.073
C6 -0.8293 -0.7527 -1.1645  -0.394
C7 -0.8594 2.8707 0.9652  -0.043
C8 -0.7418 1.7824 1.6756  -0.051
C9 2.4292 -0.8006 1.4122  -0.093
C10 0.8219 -0.4064 3.2030  -0.086
C11 0.4091 0.3960 0.9840  -0.318
N1 1.3647 0.0319 1.9259  -0.307
O1 -2.2062 -0.3361 1.0398  -0.529
S1 -0.9281 -0.9323 0.6325  0.948
H1 -0.6208 -0.4513 -4.9818  0.102
H2 0.6366 -2.2267 -3.8172  0.103
H3 -2.0485 1.0999 -3.7005  0.105
H4 0.4970 -2.4168 -1.3532  0.103
H5 -2.1917 0.8801 -1.2228  0.109
H6 -1.4897 3.6866 1.2927  0.054
H7 -0.3462 3.0175 0.0288  0.053
H8 -1.1922 1.5019 2.6000  0.065
H9 2.1066 -1.8298 1.2119  0.084
H10 2.8070 -0.3688 0.4867  0.088
H11 3.2411 -0.8273 2.1359  0.086
H12 1.4373 -1.1978 3.6255  0.086
H13 0.8149 0.4344 3.8978  0.088
H14 -0.1992 -0.7841 3.0951  0.065
H15 0.8294 0.7779 0.0635  0.100

Cartesian forces (eV/Å) of the 3 atoms listed first:
C 0.01 -0.02 -0.08
C 0.08 -0.01 -0.03
C 0.01 0.01 -0.03

The calculation puts the HOMO energy at -7.90 eV. The energy relative to the best compared isomer or geometry (same formula, charge and spin) comes out at 419.4 kJ/mol. As for the frontier orbital gap: 0.3191 hartree.

---

(6)
This record from OMol25 describes a molecular structure, C11H15NSSm at a distorted geometry. The level of theory is ωB97M-V/def2-TZVPD.

Each line ends with the Löwdin charge.
Geometry (Å):
Sm1 1.2036 1.1732 -0.6391  1.888
C1 -0.8721 0.4349 0.5928  -0.337
C2 0.1426 -0.4841 0.9298  -0.336
C3 0.4725 -1.2064 -0.2461  -0.348
C4 -0.3616 -0.7488 -1.2921  -0.345
C5 -1.1824 0.2680 -0.7867  -0.339
C6 -2.3501 0.9205 -1.4641  -0.008
C7 -0.4794 -1.4153 -2.6283  -0.012
C8 1.4206 -2.3672 -0.3233  -0.005
C9 0.7633 -0.7098 2.2760  -0.013
C10 -1.5666 1.4033 1.4990  -0.008
H1 -3.2710 0.6133 -0.9659  0.104
H2 -2.4264 0.6324 -2.5100  0.077
H3 -2.3216 2.0124 -1.4229  0.088
H4 -0.9592 -2.3876 -2.5022  0.106
H5 0.4871 -1.5976 -3.1031  0.089
H6 -1.0836 -0.8372 -3.3245  0.077
H7 2.4453 -2.0980 -0.6007  0.089
H8 1.0738 -3.0904 -1.0604  0.090
H9 1.4802 -2.8684 0.6417  0.092
H10 0.4403 -1.6738 2.6756  0.102
H11 0.4734 0.0579 2.9896  0.080
H12 1.8529 -0.7284 2.2391  0.090
H13 -2.6219 1.1362 1.5837  0.103
H14 -1.5360 2.4307 1.1289  0.090
H15 -1.1398 1.4015 2.4987  0.081
S1 4.2283 4.1030 1.9757  0.742
C11 3.2307 3.1738 1.2082  -0.984
N1 2.4572 2.4519 0.6306  -0.255

Cartesian forces (eV/Å) of the 3 atoms listed first:
Sm 0.67 0.76 -0.38
C -0.15 0.10 0.20
C 0.09 -0.03 0.30

The calculation puts the HOMO energy (alpha / beta) at -12.01 / -12.01 eV. The spin multiplicity is 6. The expectation value of S² is 8.78. As for the total charge: +1. As for the frontier orbital gap (alpha / beta): 0.2656 / 0.2712 hartree.